1 | DFT (ωB97M-V/def2-TZVPD) results for a molecular structure, C4H12N4O.

## Properties
Kohn-Sham gap ... 8.3 eV
Net charge ... 0

```
21
C4H12N4O | OMol25 | ωB97M-V/def2-TZVPD
O 1.17162 0.98150 -0.36972
N 1.94363 -1.53114 0.32381
N -0.54205 -0.81230 0.30608
N -1.11439 0.53054 -0.38019
N -1.33577 -1.87330 -0.19933
C 1.36993 1.75715 -1.51424
C 1.11760 -0.90287 -0.39561
C -1.52932 1.47639 0.37267
C -0.50604 -0.86065 1.77966
H -1.02493 1.77688 1.29488
H -1.51520 -0.72356 2.17290
H -2.10816 -2.11678 0.42300
H 2.37801 2.19259 -1.50200
H 0.17764 -0.08533 2.12029
H 2.89587 -1.29261 0.04477
H 0.95108 -0.98060 -1.47103
H -1.84323 -1.64259 -1.05116
H -0.14468 -1.83399 2.11273
H 0.65239 2.59222 -1.55473
H 1.26138 1.18373 -2.44915
H -2.25538 2.16473 -0.06362
```


2 | DFT (ωB97M-V/def2-TZVPD) results for a single C4H12N4O molecule.

## Properties
Kohn-Sham gap ... 9.3 eV
Structure (SMILES) ... CC(=O)[C@H](N)C(N)(N)N
Net charge ... 0

```
21
C4H12N4O | OMol25 | ωB97M-V/def2-TZVPD
O -1.80619 -1.65043 0.85519
N -1.94250 0.93951 0.26884
N 0.12075 -0.59258 -1.39987
N 1.78008 0.70380 -0.19817
N 0.15292 1.82202 -1.33297
C -0.68705 -1.11835 0.72847
C 0.41725 0.68624 -0.55145
C -0.59489 0.44904 0.61482
C 0.53189 -1.87355 1.22568
H 0.23048 -2.56946 2.01369
H -0.81428 -0.73243 -1.78441
H -2.06802 1.93428 0.42657
H 1.31400 -1.24160 1.65416
H 0.95659 -2.44262 0.39484
H -2.61158 0.41379 0.84970
H 0.46413 1.87830 -2.29406
H 0.83621 -1.20999 -1.77146
H -0.62422 2.42155 -1.07091
H 2.08775 0.46623 0.73851
H 2.48834 0.82265 -0.91310
H -0.23168 0.89359 1.54593
```


2 comes first in stability; the runner-up is 137.4 kcal/mol higher.


1 | DFT (ωB97M-V/def2-TZVPD) results for 3 unconnected molecules or ions with the total composition C2H9N2O.

## Properties
Kohn-Sham gap ... 11.8 eV
Net charge ... +1

```
14
C2H9N2O | OMol25 | ωB97M-V/def2-TZVPD
O -2.32403 -0.26306 -0.54639
N -0.07448 -0.24408 0.83923
N 2.24406 -1.12821 0.02855
C -0.45579 0.80098 0.38559
C -0.64773 1.93485 -0.09494
H 2.46005 -2.02205 -0.51314
H -2.93165 -0.22348 -1.29919
H 2.44315 -0.33809 -0.64355
H 3.06625 -1.01478 0.66214
H -2.51999 -1.06052 -0.05339
H 0.80442 -0.80098 0.43029
H -1.23230 2.19722 -0.97160
H -0.22713 2.83204 0.19447
H -0.60483 -0.66984 1.58193
```


2 | DFT (ωB97M-V/def2-TZVPD) results for 2 unconnected molecules or ions with the total composition C2H9N2O.

## Properties
Kohn-Sham gap ... 9.7 eV
Net charge ... +1

```
14
C2H9N2O | OMol25 | ωB97M-V/def2-TZVPD
O 2.40972 1.06675 1.04603
N -1.59547 -0.14449 -2.07014
N 0.01434 -0.56454 1.24541
C -0.72128 -0.10256 -1.04450
C -0.79868 -0.85731 0.06166
H -1.50369 -1.66299 0.18585
H -0.61138 -0.43423 2.03703
H 3.27330 1.32656 0.69339
H -2.55068 -0.37618 -1.87215
H -1.38183 0.43027 -2.86314
H 0.64631 -1.34141 1.44448
H 1.96101 1.92863 1.01035
H 0.18409 0.49433 -1.14305
H 0.67424 0.23717 1.26879
```


3 | DFT (ωB97M-V/def2-TZVPD) results for a gas-phase ion, C2H9N2O (charge +1).

## Properties
Kohn-Sham gap ... 10.3 eV
Structure (SMILES) ... [NH3+]CNCO
Net charge ... +1

```
14
C2H9N2O | OMol25 | ωB97M-V/def2-TZVPD
O -0.34046 -0.99965 1.75145
N 0.85240 -0.10005 -1.78489
N -0.49927 0.74053 0.22282
C -0.19188 0.42383 1.57406
C -0.45994 -0.23162 -0.75453
H -0.76946 1.65703 -0.07353
H 1.70034 -0.06905 -1.21946
H 0.86039 0.55856 1.89468
H -0.32258 -1.22441 -0.35650
H -0.19552 -1.15844 2.68369
H 0.63252 0.60857 -2.48398
H 0.82473 -1.01043 -2.25422
H -1.27469 -0.17554 -1.47592
H -0.81659 0.98067 2.27634
```


2 comes first in stability; the runner-up is 8.7 kcal/mol higher.


1 | DFT (ωB97M-V/def2-TZVPD) results for 2 unconnected molecules or ions with the total composition C2H9N2O.

## Properties
Kohn-Sham gap ... 11.3 eV
Net charge ... +1

```
14
C2H9N2O | OMol25 | ωB97M-V/def2-TZVPD
O 2.06533 -1.09294 -0.70679
N 0.55766 1.62328 1.12809
N -0.45849 -0.10776 0.02084
C -1.69025 -0.78128 -0.42823
C -0.52786 1.03963 0.64015
H 0.53576 2.55174 1.48793
H -1.45661 -1.70364 -0.94455
H -2.20444 -0.14597 -1.15135
H 0.47779 -0.33277 -0.31538
H -1.41256 1.66569 0.55635
H 3.01491 -1.06758 -0.60935
H 1.35222 1.03921 1.30659
H 2.05532 -1.75864 -1.43495
H -2.30880 -0.92898 0.45065
```


2 | DFT (ωB97M-V/def2-TZVPD) results for 2 unconnected molecules or ions with the total composition C2H9N2O.

## Properties
Kohn-Sham gap ... 11.6 eV
Net charge ... +1

```
14
C2H9N2O | OMol25 | ωB97M-V/def2-TZVPD
O 0.86239 -1.69682 2.13011
N -0.47480 0.05905 -1.04660
N 0.88078 0.57461 0.73208
C -1.44214 0.62888 -2.04546
C 0.12390 0.94111 -0.28052
H 0.09978 1.98200 -0.58173
H 0.69252 -1.82992 3.08698
H -0.37611 -0.93708 -0.93761
H 0.55856 -2.54480 1.75461
H -1.60128 -0.05050 -2.88157
H 1.28310 1.27964 1.32684
H -0.96001 1.49085 -2.50116
H -2.34968 0.87181 -1.51806
H 0.74377 -0.39026 1.13559
```


2 comes first in stability; the runner-up is 1.8 kcal/mol higher.


1 | DFT (ωB97M-V/def2-TZVPD) results for a gas-phase ion, C7H12ClFN2 (charge +2).

## Properties
Kohn-Sham gap ... 10.8 eV
Structure (SMILES) ... F[N@+]12C=C[N@+](CCl)(CC1)CC2
Net charge ... +2

```
23
C7H12ClFN2 | OMol25 | ωB97M-V/def2-TZVPD
Cl -3.34168 -0.77608 -0.20805
F 2.95053 -0.84234 -0.02604
N -0.73579 0.35830 -0.08003
N 1.68152 -0.46563 -0.15152
C 0.11490 1.57946 0.00472
C 1.14377 -0.67243 1.18343
C 0.91181 -1.07533 -1.20370
C 1.38017 1.32919 -0.07610
C -2.23672 0.70445 0.11354
C -0.44115 -0.33266 -1.30737
C -0.37042 -0.37972 1.14529
H -2.39813 1.12504 1.23721
H 0.73430 -2.08789 -0.81228
H 2.26016 1.86745 -0.32839
H 1.46052 -1.71076 1.54790
H 1.60605 0.10549 1.91507
H -2.50766 1.54442 -0.62960
H -1.08893 -1.21144 1.20038
H -0.13694 2.64326 0.15661
H -0.63791 0.30467 1.97096
H -1.19050 -1.21582 -1.29323
H 1.46563 -1.11118 -2.20822
H -0.62352 0.31955 -2.15061
```


2 | DFT (ωB97M-V/def2-TZVPD) results for a gas-phase ion, C7H12ClFN2 (charge +2).

## Properties
Kohn-Sham gap ... 10.7 eV
Structure (SMILES) ... F[N@+]12C=C[N@+](CCl)(CC1)CC2
Net charge ... +2

```
23
C7H12ClFN2 | OMol25 | ωB97M-V/def2-TZVPD
Cl 0.43232 1.91583 2.75101
F 0.71385 -1.75821 -2.41977
N 0.34641 -1.01804 -1.35795
N -0.36407 0.42183 0.60059
C 0.84566 -1.59998 -0.02313
C 0.48020 -0.61745 1.11944
C 0.95446 0.42097 -1.44876
C 0.29085 1.33156 -0.43530
C -1.47680 -0.23601 -0.12521
C -0.93441 1.17628 1.73475
C -1.03655 -0.94261 -1.15979
H -1.85459 -1.16124 -1.90595
H 0.88810 0.66708 -2.51645
H 0.35678 -2.62168 0.16857
H 1.40856 -0.12824 1.50477
H 1.04221 1.96414 0.07160
H -1.47606 0.65085 2.45293
H 1.94611 0.14379 -1.25844
H -0.49677 1.91031 -0.72821
H -2.47629 0.15008 -0.05217
H -0.09704 -1.00113 1.87024
H 1.99205 -1.69190 -0.14761
H -1.48496 2.02376 1.30484
```


2 comes first in stability; the runner-up is 28.5 kcal/mol higher.


1 | DFT (ωB97M-V/def2-TZVPD) results for a single C8H11N3 molecule.

## Properties
Kohn-Sham gap ... 9.1 eV
Structure (SMILES) ... C1=CN(n2cccc2)NCC1
Net charge ... 0

```
22
C8H11N3 | OMol25 | ωB97M-V/def2-TZVPD
N 0.39876 -1.49871 0.61899
N 0.97901 0.76899 0.14780
N 0.96408 -0.64333 -0.30097
C 0.68613 2.93622 0.33221
C -0.02461 -0.76800 -1.84358
C 1.82877 1.14467 1.09641
C -0.99903 -1.45209 0.78252
C -1.16809 -1.38095 -1.72125
C 0.30727 1.84445 -0.33887
C -1.69222 -1.99627 -0.48856
C 1.66454 2.49635 1.29272
H -0.46080 1.89124 -1.12873
H -1.39434 -0.43795 0.90530
H -1.31814 -2.26933 1.53953
H -2.89979 -1.81117 -0.52207
H -1.74730 -1.55314 -2.63980
H 2.42790 0.39761 1.58850
H 0.96012 -1.42810 1.40760
H -1.45916 -3.14129 -0.50267
H 0.37770 -0.16588 -2.61360
H 0.31711 4.00871 0.29151
H 2.25210 3.05795 2.09701
```


2 | DFT (ωB97M-V/def2-TZVPD) results for a single C8H11N3 molecule.

## Properties
Kohn-Sham gap ... 8.9 eV
Structure (SMILES) ... CN(C)/N=N/c1ccccc1
Net charge ... 0

```
22
C8H11N3 | OMol25 | ωB97M-V/def2-TZVPD
N -0.33554 0.11638 0.46132
N -1.78325 1.62194 -0.21249
N -0.72635 0.73456 -0.51889
C 3.05670 -2.49913 0.15981
C 2.39828 -2.09180 1.29064
C -2.67556 1.28940 0.89907
C 2.62079 -1.85672 -1.08750
C 1.48935 -0.97721 -1.09965
C 0.80349 -0.75332 0.10586
C -2.15334 2.66332 -1.19813
C 1.14803 -1.51468 1.27195
H 4.03630 -3.02790 0.28724
H -3.20042 2.47938 -1.49836
H -2.45425 1.61746 1.90571
H 3.23338 -1.77234 -2.11311
H 0.62393 -1.25749 2.16400
H -1.97504 3.74926 -0.97742
H 2.58066 -2.65175 2.16884
H -1.43111 2.41813 -1.93826
H 1.06443 -0.27770 -1.91007
H -2.69274 0.23511 1.06155
H -3.62775 1.75511 0.77787
```


2 comes first in stability; the runner-up is 32.3 kcal/mol higher.


1 | DFT (ωB97M-V/def2-TZVPD) results for 3 unconnected molecules or ions with the total composition C4H17N2O2.

## Properties
Kohn-Sham gap ... 9.3 eV
Net charge ... +1

```
25
C4H17N2O2 | OMol25 | ωB97M-V/def2-TZVPD
O -1.55610 -3.16703 0.66125
O 2.40507 2.04874 -1.62531
N -0.54416 0.18771 1.80116
N 1.46024 -0.31385 -0.63920
C -0.55513 -0.60081 -1.91206
C -0.71339 0.45294 0.37441
C -0.79104 1.42060 2.56852
C -0.02579 -0.63907 -0.48761
H -1.66548 1.91071 2.13495
H -1.76247 0.26288 0.12863
H 3.03122 1.99203 -2.36125
H -0.33791 1.43275 0.05715
H 2.13485 -0.80410 -0.04591
H -2.40582 -3.07488 1.10724
H 2.35623 2.96427 -1.32074
H 1.74191 -0.58457 -1.57718
H 0.06491 2.08140 2.48668
H -0.27417 -1.49429 -2.47665
H -0.36209 0.35048 -2.40208
H 1.78351 0.66829 -0.62821
H -1.56223 -4.08724 0.37344
H 0.41320 -0.12406 1.95366
H -1.64685 -0.59880 -1.90557
H -0.15135 -1.52403 0.12058
H -1.03717 1.23993 3.61409
```


2 | DFT (ωB97M-V/def2-TZVPD) results for 3 unconnected molecules or ions with the total composition C4H17N2O2.

## Properties
Kohn-Sham gap ... 10.6 eV
Net charge ... +1

```
25
C4H17N2O2 | OMol25 | ωB97M-V/def2-TZVPD
O 2.11576 -2.64485 -0.12702
O 1.80009 1.74766 -1.77882
N -1.96202 0.86219 0.21015
N 0.79145 0.34982 0.55002
C 1.21205 -0.00711 1.92377
C -1.53102 -0.48882 0.57087
C -2.39278 0.97183 -1.19459
C -0.15188 -0.69322 -0.00564
H 1.79017 -0.92419 1.90238
H -1.53092 0.90731 -1.86420
H 1.50789 0.38653 -0.14752
H -2.67458 1.99108 -1.31327
H -3.11116 0.24438 -1.47052
H 0.34402 0.02343 2.56987
H 1.98694 2.43225 -1.13308
H 1.49214 -3.30445 0.17692
H -2.76430 1.06440 0.79449
H 0.27188 -1.67432 0.16794
H 1.84594 0.77574 2.33852
H 0.19742 1.18984 0.55901
H -2.27256 -1.22705 0.24699
H 2.61927 -2.85157 -0.91151
H -0.15908 -0.55310 -1.07275
H -1.51742 -0.59793 1.65435
H 2.09270 2.02018 -2.64637
```


2 comes first in stability; the runner-up is 2.5 kcal/mol higher.


1 | DFT (ωB97M-V/def2-TZVPD) results for a single C3H2N4O molecule.

## Properties
Kohn-Sham gap ... 10.2 eV
Structure (SMILES) ... c1n[nH]c2nonc12
Net charge ... 0

```
10
C3H2N4O | OMol25 | ωB97M-V/def2-TZVPD
O 0.92711 0.36134 2.02020
N 1.56805 -0.32521 1.02868
N -0.17314 0.90362 1.72467
N -1.40134 0.01257 -0.32132
N -0.72807 -0.33192 -1.54551
C 0.46800 -0.72827 -1.25663
C 0.64068 -0.29056 0.13473
C -0.47346 0.43924 0.56961
H -2.03815 0.98902 -0.40254
H 1.21033 -1.02983 -1.95190
```


2 | DFT (ωB97M-V/def2-TZVPD) results for a single C3H2N4O molecule.

## Properties
Kohn-Sham gap ... 10.3 eV
Structure (SMILES) ... N#Cc1n[nH]nc1O
Net charge ... 0

```
10
C3H2N4O | OMol25 | ωB97M-V/def2-TZVPD
O 1.49873 -1.34796 0.51335
N -0.81917 0.96035 -0.53222
N -1.74782 -1.81999 -2.16149
N -0.46492 1.56309 0.60207
N 0.58891 0.97738 1.12346
C -0.21531 -0.17826 -0.69013
C -0.85762 -1.14461 -1.55585
C 0.69366 -0.13812 0.53076
H 1.86821 -1.54594 1.49202
H -0.54466 2.67406 0.67804
```


3 | DFT (ωB97M-V/def2-TZVPD) results for a single C3H2N4O molecule.

## Properties
Kohn-Sham gap ... 7.5 eV
Net charge ... 0

```
10
C3H2N4O | OMol25 | ωB97M-V/def2-TZVPD
O 0.78631 -2.25233 -0.34700
N 0.99374 -0.16919 0.82956
N -0.52400 1.19992 -0.03281
N -1.72545 -0.30142 -1.35125
N -2.88010 -0.48439 -1.61313
C 0.45381 -1.05217 -0.30510
C 0.51792 1.14366 0.87347
C -0.61152 0.01922 -0.65548
H 0.95295 2.09468 1.36669
H 2.03632 -0.19797 1.23505
```


4 | DFT (ωB97M-V/def2-TZVPD) results for a single C3H2N4O molecule.

## Properties
Kohn-Sham gap ... 9.7 eV
Structure (SMILES) ... c1onc2[nH]nnc12
Net charge ... 0

```
10
C3H2N4O | OMol25 | ωB97M-V/def2-TZVPD
O -1.27965 1.44730 -0.59764
N 1.43378 -1.37200 0.59942
N 1.23569 -1.07142 -0.61043
N 0.55182 -0.69440 1.39513
N -1.12439 1.08648 0.72207
C -0.21674 0.12105 0.67628
C -0.48886 0.71591 -1.38510
C 0.23380 -0.18787 -0.67871
H -0.65573 1.04906 -2.40009
H 0.31027 -1.09411 2.27908
```


3 comes first in stability; the runner-up is 2.5 kcal/mol higher.